[1]
This record from the Open Molecules 2025 dataset describes 3 unconnected molecules or ions with the total composition H6O2S. The level of theory is the ωB97M-V functional and the def2-TZVPD basis.

Calculated values
Multiplicity = 1
SMILES = O.O.S
LUMO = 0.9 eV

```
9
H6O2S (the ωB97M-V functional and the def2-TZVPD basis)
O 1.02 -0.18 0.17
H 1.83 -0.26 -0.36
H 1.27 0.25 0.99
O -3.79 2.56 6.52
H -3.54 3.29 7.10
H -4.21 1.94 7.14
S 1.56 -1.32 -3.70
H 1.65 -1.65 -4.99
H 0.22 -1.31 -3.65
```

Atom charges from the natural (NBO) analysis, given in e for atoms 1 to 5:
1 O -0.942
2 H 0.471
3 H 0.471
4 O -0.931
5 H 0.465


[2]
This record from the Open Molecules 2025 dataset describes a molecular structure, C6H24F2O6V in a non-equilibrium geometry. The level of theory is the ωB97M-V functional and the def2-TZVPD basis.

Calculated values
Multiplicity = 5
Expectation value of S² = 6.010
LUMO (spin up / spin down) = -2.6 / -8.2 eV
Charge = +1

```
39
C6H24F2O6V (the ωB97M-V functional and the def2-TZVPD basis)
V -0.72 -11.90 -21.27
F -2.02 -12.19 -19.65
F -1.13 -13.71 -21.93
C 0.84 -9.20 -20.27
O -0.40 -9.90 -20.47
H 1.66 -9.81 -20.62
H 0.86 -8.30 -20.89
H 0.95 -8.95 -19.21
H -1.11 -9.33 -20.15
C -3.58 -11.71 -22.57
O -2.31 -11.04 -22.43
H -4.00 -11.49 -23.55
H -3.40 -12.78 -22.49
H -4.28 -11.39 -21.79
H -2.47 -10.14 -22.73
C 1.85 -13.42 -20.35
O 0.92 -12.38 -19.94
H 2.84 -12.98 -20.52
H 1.97 -14.14 -19.54
H 1.48 -13.91 -21.24
H 1.23 -12.05 -19.10
C -3.26 -11.73 -16.61
O -2.11 -12.38 -17.01
H -3.43 -10.81 -17.19
H -4.15 -12.39 -16.76
H -3.25 -11.46 -15.56
H -2.07 -12.35 -18.00
C -5.55 -10.56 -19.06
O -5.02 -9.32 -18.64
H -6.06 -10.48 -20.03
H -4.78 -11.33 -19.11
H -6.30 -10.94 -18.35
H -5.75 -8.72 -18.49
C -4.19 -14.61 -20.27
O -3.90 -13.94 -19.06
H -4.62 -15.60 -20.11
H -5.01 -14.08 -20.80
H -3.30 -14.58 -20.90
H -3.10 -13.40 -19.27
```

Atom charges from the natural (NBO) analysis, given in e for atoms 1 to 5:
1 V 1.415
2 F -0.799
3 F -0.788
4 C -0.254
5 O -0.753


Energy above the lowest of the compared OMol25 structures with the same formula, charge and spin (kJ/mol)
33.22 0.00